# 1
A molecular structure, C26H17BrI2N5O5RhSSe, computed with ωB97M-V with the def2-TZVPD basis set.

The calculation puts the calculated total energy at -7730.46232 Ha.

Element x y z (Å)
1 Rh -0.267 0.022 0.570
2 I 4.802 0.266 0.683
3 C 3.445 0.233 2.278
4 C 3.828 0.261 3.593
5 C 2.865 0.236 4.606
6 I 3.564 0.198 6.590
7 C 1.470 0.205 4.336
8 C 0.433 0.162 5.270
9 C -0.901 0.092 4.810
10 C -1.183 0.081 3.475
11 N -0.194 0.138 2.543
12 C 1.113 0.186 2.964
13 C 2.069 0.168 1.931
14 O 1.673 0.049 0.693
15 H 4.876 0.289 3.850
16 H 0.636 0.171 6.327
17 H -1.709 0.052 5.523
18 H -2.189 0.043 3.081
19 N -0.166 1.785 -3.251
20 C -0.240 0.935 -4.319
21 C -0.451 1.445 -5.604
22 C -0.465 0.604 -6.694
23 C -0.289 -0.768 -6.522
24 C -0.095 -1.292 -5.260
25 C -0.063 -0.449 -4.154
26 S 0.310 -1.069 -2.558
27 N -0.072 0.154 -1.514
28 C -0.157 1.443 -1.920
29 C -0.245 2.449 -0.934
30 C -0.324 3.839 -1.210
31 C -0.412 4.738 -0.188
32 C -0.419 4.267 1.135
33 C -0.338 2.910 1.354
34 N -0.255 2.015 0.373
35 H -0.275 2.767 -3.458
36 H -0.609 2.506 -5.726
37 H -0.616 1.011 -7.683
38 H -0.311 -1.422 -7.379
39 H 0.036 -2.353 -5.123
40 H -0.312 4.192 -2.230
41 H -0.474 5.796 -0.394
42 H -0.492 4.947 1.964
43 H -0.336 2.529 2.366
44 O -2.517 -2.487 0.127
45 Se -3.087 -0.908 -0.484
46 O -4.631 -0.890 -0.340
47 O -2.349 0.151 0.502
48 O -2.529 -0.815 -1.950
49 Br 0.116 -6.680 0.668
50 C -0.165 -4.808 0.719
51 C 0.461 -4.057 1.735
52 C 0.354 -2.684 1.680
53 N -0.310 -2.006 0.752
54 C -1.157 -2.730 -0.166
55 C -0.940 -4.206 -0.204
56 H 1.024 -4.534 2.518
57 H 0.881 -2.105 2.429
58 H -0.976 -2.330 -1.190
59 H -1.442 -4.745 -0.990

---

# 2
A molecular structure, C24H38N4O4OsSe4Te, computed with ωB97M-V with the def2-TZVPD basis set.

As for the relative energy (zero: lowest compared OMol25 entry of this formula, charge and spin): 0.6438 eV. The spin multiplicity is 5. As for the expectation value of S²: 6.03. As for the charge: +2.

Element x y z (Å)
1 Os 0.860 1.276 -1.300
2 Se -0.234 2.199 -4.014
3 Se -0.828 4.332 -4.322
4 Te 1.362 5.733 -4.182
5 Se 2.559 4.661 -2.417
6 O -1.263 3.122 -0.215
7 C -0.434 2.421 -0.588
8 O 2.596 2.255 -0.398
9 C 3.558 2.868 0.078
10 C 3.591 3.383 1.483
11 C 4.678 2.516 2.180
12 C 4.890 1.114 1.563
13 C 5.877 1.046 0.380
14 C 5.351 1.666 -0.927
15 N 4.741 2.942 -0.584
16 H 2.612 3.256 1.946
17 H 3.860 4.439 1.524
18 H 4.377 2.392 3.219
19 H 5.634 3.042 2.183
20 H 3.924 0.689 1.276
21 H 5.304 0.480 2.349
22 H 6.135 0.002 0.196
23 H 6.796 1.558 0.670
24 H 4.590 1.041 -1.394
25 H 6.157 1.826 -1.641
26 H 5.416 3.564 -0.153
27 C -4.413 -2.687 -1.302
28 C -4.965 -1.830 -2.437
29 C -3.961 -0.826 -3.008
30 C -3.781 0.466 -2.203
31 N -3.303 0.238 -0.859
32 C -2.084 -0.219 -0.543
33 Se -0.658 -0.538 -1.757
34 N -1.974 -0.368 0.787
35 C -0.804 -0.828 1.495
36 C -0.476 -2.297 1.202
37 C -1.555 -3.277 1.663
38 C -1.657 -3.388 3.180
39 C -3.151 0.053 1.364
40 C -3.552 0.143 2.691
41 C -4.811 0.647 2.935
42 C -5.660 1.029 1.893
43 C -5.281 0.925 0.571
44 C -4.004 0.440 0.312
45 H -5.078 -3.529 -1.124
46 H -4.333 -2.130 -0.372
47 H -3.431 -3.081 -1.564
48 H -5.866 -1.313 -2.105
49 H -5.253 -2.495 -3.251
50 H -4.290 -0.518 -4.000
51 H -2.990 -1.319 -3.116
52 H -4.728 1.003 -2.134
53 H -3.056 1.107 -2.720
54 H -0.995 -0.697 2.558
55 H 0.044 -0.184 1.209
56 H 0.460 -2.533 1.709
57 H -0.323 -2.416 0.124
58 H -1.304 -4.258 1.260
59 H -2.522 -2.988 1.246
60 H -0.686 -3.606 3.620
61 H -2.331 -4.197 3.442
62 H -2.042 -2.474 3.625
63 H -2.921 -0.173 3.504
64 H -5.150 0.748 3.953
65 H -6.635 1.419 2.133
66 H -5.953 1.213 -0.221
67 N 3.838 -2.775 -0.450
68 C 3.584 -2.046 -1.688
69 C 2.696 -0.868 -1.340
70 O 2.298 -0.041 -2.140
71 O 2.344 -0.821 -0.073
72 H 3.383 -3.681 -0.434
73 H 2.836 -1.600 0.354
74 H 4.826 -2.941 -0.297
75 H 3.061 -2.639 -2.445
76 H 4.499 -1.674 -2.155

---

# 3
A single C7H12INO3 molecule, computed with ωB97M-V with the def2-TZVPD basis set.

The calculation puts the calculated total energy at -851.96369 Ha. The SMILES is CC[C@H](I)[C@@H]1CO[C@@H](ON=O)C1.

Element x y z (Å)
1 C -0.652 -2.108 1.585
2 C -1.727 -1.009 1.487
3 C -1.553 0.005 0.339
4 I -2.700 -0.667 -1.381
5 C -0.096 0.391 0.045
6 C 0.238 1.839 0.448
7 O 1.471 2.086 -0.219
8 C 1.546 1.402 -1.423
9 O 2.810 0.806 -1.652
10 N 2.893 -0.488 -1.065
11 O 3.159 -1.273 -1.874
12 C 0.305 0.483 -1.427
13 H -0.111 -2.002 2.518
14 H 0.025 -2.134 0.741
15 H -1.140 -3.076 1.632
16 H -2.669 -1.515 1.312
17 H -1.871 -0.476 2.422
18 H -2.052 0.916 0.643
19 H 0.683 -0.236 0.469
20 H 0.538 1.843 1.492
21 H -0.551 2.536 0.182
22 H 1.446 2.068 -2.277
23 H 0.403 -0.452 -1.969
24 H -0.394 1.060 -2.029

---

# 4
5 unconnected molecules or ions with the total composition C25H56FO14, computed with ωB97M-V with the def2-TZVPD basis set.

The calculation puts the calculated total energy at -2139.24294 Ha. As for the charge: -1.

Element x y z (Å)
1 O -7.558 2.923 0.020
2 C -8.086 2.005 0.637
3 O -7.730 0.957 1.143
4 F -9.487 2.289 0.914
5 C -2.310 0.181 -6.423
6 O -2.998 0.925 -5.453
7 C -4.031 1.718 -6.009
8 C -5.009 2.182 -4.955
9 O -5.938 1.197 -4.557
10 C -5.502 0.267 -3.574
11 C -5.486 0.804 -2.163
12 O -4.355 1.640 -1.971
13 C -4.529 2.436 -0.806
14 H -1.826 0.827 -7.167
15 H -1.543 -0.396 -5.909
16 H -2.981 -0.509 -6.952
17 H -4.575 1.143 -6.771
18 H -3.591 2.603 -6.495
19 H -5.612 2.974 -5.408
20 H -4.475 2.599 -4.098
21 H -4.518 -0.136 -3.831
22 H -6.232 -0.544 -3.613
23 H -5.450 -0.050 -1.470
24 H -6.406 1.358 -1.947
25 H -5.439 3.032 -0.859
26 H -3.654 3.082 -0.712
27 H -4.618 1.810 0.090
28 C -2.418 -0.409 -0.620
29 O -1.538 -0.679 0.458
30 C -1.318 0.453 1.273
31 C -0.697 0.016 2.578
32 O -1.594 -0.553 3.512
33 C -2.065 -1.862 3.238
34 C -1.048 -2.950 3.492
35 O -0.117 -3.030 2.428
36 C 1.023 -3.782 2.753
37 H -2.032 0.378 -1.275
38 H -2.515 -1.333 -1.189
39 H -3.404 -0.105 -0.261
40 H -2.256 0.990 1.458
41 H -0.620 1.144 0.775
42 H -0.304 0.904 3.078
43 H 0.137 -0.663 2.372
44 H -2.445 -1.944 2.218
45 H -2.896 -2.010 3.929
46 H -1.577 -3.909 3.590
47 H -0.526 -2.748 4.438
48 H 1.562 -3.345 3.604
49 H 1.673 -3.782 1.879
50 H 0.768 -4.820 3.003
51 C 5.231 -6.936 -1.030
52 O 4.695 -5.643 -1.159
53 C 5.475 -4.814 -1.999
54 C 4.698 -3.596 -2.438
55 O 3.766 -3.849 -3.472
56 C 2.510 -4.384 -3.086
57 C 1.542 -3.358 -2.547
58 O 1.872 -3.007 -1.221
59 C 1.198 -1.837 -0.796
60 H 6.235 -6.919 -0.588
61 H 4.568 -7.499 -0.375
62 H 5.290 -7.444 -2.001
63 H 5.796 -5.373 -2.888
64 H 6.374 -4.481 -1.460
65 H 5.416 -2.894 -2.869
66 H 4.219 -3.124 -1.577
67 H 2.632 -5.196 -2.365
68 H 2.083 -4.793 -4.004
69 H 0.527 -3.779 -2.586
70 H 1.564 -2.469 -3.193
71 H 1.476 -0.979 -1.423
72 H 1.502 -1.645 0.231
73 H 0.114 -1.956 -0.811
74 C 5.927 6.387 3.573
75 O 4.883 5.528 3.957
76 C 3.618 6.162 3.914
77 C 2.499 5.149 3.933
78 O 2.281 4.512 2.690
79 C 3.122 3.420 2.367
80 C 2.720 2.122 3.023
81 O 3.126 2.088 4.380
82 C 2.447 1.090 5.107
83 H 6.003 7.257 4.236
84 H 6.854 5.819 3.632
85 H 5.793 6.747 2.545
86 H 3.533 6.770 3.004
87 H 3.507 6.827 4.783
88 H 1.574 5.692 4.139
89 H 2.661 4.422 4.733
90 H 4.170 3.643 2.586
91 H 3.011 3.288 1.288
92 H 3.186 1.287 2.480
93 H 1.632 2.009 2.958
94 H 1.364 1.256 5.103
95 H 2.810 1.131 6.132
96 H 2.643 0.090 4.700

---

# 5
A single C8H10NP molecule, computed with ωB97M-V with the def2-TZVPD basis set.

As for the relative energy (zero: lowest compared OMol25 entry of this formula, charge and spin): 1.7294 eV.

Element x y z (Å)
1 C 2.913 0.082 -0.162
2 C 2.153 -1.068 -0.176
3 C 2.203 1.223 0.053
4 C 0.732 -1.005 0.025
5 C 0.126 0.207 0.320
6 C -2.064 -0.898 0.917
7 C -1.370 0.423 0.585
8 C -1.769 1.164 -0.777
9 N 0.881 1.323 0.242
10 P -0.228 -2.478 0.005
11 H 4.000 -0.010 -0.365
12 H 2.678 -1.969 -0.400
13 H 2.631 2.242 0.194
14 H -2.211 -1.001 2.012
15 H -2.914 -1.187 0.408
16 H -1.451 1.006 1.466
17 H -1.527 0.414 -1.591
18 H -1.087 2.024 -0.659
19 H -2.851 1.624 -0.864
20 H -0.847 -2.116 -1.233

---

# 6
A molecular structure, C40H39CdN5P2S3, computed with ωB97M-V with the def2-TZVPD basis set.

The calculation puts the calculated total energy at -3866.44318 Ha.

Element x y z (Å)
1 Cd 0.099 0.010 0.281
2 S -2.389 -1.554 0.325
3 P -2.747 0.190 -0.553
4 C -1.329 1.209 -0.767
5 P -1.175 2.622 0.253
6 S 0.657 2.854 0.953
7 C -1.574 4.027 -0.846
8 C -2.581 3.888 -1.795
9 C -2.811 4.884 -2.724
10 C -2.015 6.020 -2.727
11 C -0.998 6.156 -1.797
12 C -0.781 5.167 -0.854
13 C -2.260 2.829 1.717
14 C -3.185 3.855 1.840
15 C -3.843 4.045 3.043
16 C -3.582 3.218 4.122
17 C -2.666 2.185 3.998
18 C -2.008 1.994 2.801
19 C -4.257 0.887 0.197
20 C -5.164 1.632 -0.545
21 C -6.307 2.124 0.057
22 C -6.550 1.876 1.398
23 C -5.653 1.121 2.136
24 C -4.512 0.624 1.537
25 C -3.285 -0.223 -2.247
26 C -4.404 -1.025 -2.441
27 C -4.726 -1.460 -3.712
28 C -3.933 -1.095 -4.790
29 C -2.817 -0.297 -4.598
30 C -2.489 0.135 -3.326
31 H -3.172 2.984 -1.802
32 H -3.599 4.770 -3.456
33 H -2.188 6.800 -3.454
34 H -0.364 7.030 -1.813
35 H 0.013 5.259 -0.129
36 H -3.386 4.503 0.998
37 H -4.550 4.856 3.142
38 H -4.084 3.381 5.065
39 H -2.454 1.536 4.836
40 H -1.277 1.191 2.697
41 H -4.982 1.810 -1.596
42 H -7.021 2.688 -0.527
43 H -7.451 2.248 1.866
44 H -5.845 0.902 3.176
45 H -3.817 0.012 2.095
46 H -4.999 -1.312 -1.583
47 H -5.584 -2.100 -3.863
48 H -4.184 -1.442 -5.782
49 H -2.190 -0.023 -5.437
50 H -1.615 0.752 -3.152
51 C 6.225 -0.245 1.383
52 N 4.985 0.324 0.909
53 C 4.262 1.115 1.873
54 C 4.450 -0.012 -0.280
55 S 2.855 0.270 -0.674
56 N 5.280 -0.638 -1.185
57 C 6.476 0.065 -1.619
58 C 4.632 -1.355 -2.264
59 H 6.075 -0.649 2.386
60 H 7.014 0.508 1.441
61 H 6.543 -1.047 0.722
62 H 4.951 1.801 2.363
63 H 3.807 0.482 2.638
64 H 3.477 1.691 1.385
65 H 6.853 0.715 -0.836
66 H 6.258 0.677 -2.501
67 H 7.246 -0.661 -1.881
68 H 3.858 -1.997 -1.852
69 H 5.377 -1.972 -2.764
70 H 4.171 -0.684 -2.993
71 N 6.277 -8.185 3.556
72 C 5.493 -7.537 3.028
73 C 4.552 -6.707 2.376
74 C 4.480 -5.355 2.716
75 C 3.598 -4.522 2.062
76 C 2.767 -5.015 1.053
77 C 2.825 -6.372 0.732
78 C 3.709 -7.208 1.383
79 N 1.902 -4.149 0.378
80 C 1.051 -4.440 -0.664
81 C 0.432 -3.277 -0.999
82 N 0.879 -2.278 -0.190
83 C 1.745 -2.820 0.617
84 H 5.128 -4.963 3.484
85 H 3.566 -3.485 2.351
86 H 2.182 -6.792 -0.025
87 H 3.762 -8.254 1.121
88 H 0.931 -5.421 -1.074
89 H -0.310 -3.086 -1.746
90 H 2.269 -2.267 1.372

---

# 7
2 unconnected molecules or ions with the total composition C20H27NO6S2, computed with ωB97M-V with the def2-TZVPD basis set.

The calculation puts the calculated total energy at -2080.73878 Ha. The SMILES is C=C(S(=O)(=O)c1ccccc1)S(=O)(=O)c1ccccc1.COCCNCCOC.

Element x y z (Å)
1 C -3.989 0.487 2.018
2 C -3.597 0.824 0.720
3 C -2.839 -0.066 -0.045
4 C -2.478 -1.296 0.498
5 S -1.465 -2.441 -0.470
6 C 0.061 -2.607 0.472
7 C 0.468 -3.817 0.905
8 S 1.009 -1.122 0.804
9 C 1.051 -0.973 2.600
10 C 0.064 -0.226 3.247
11 C 0.019 -0.195 4.643
12 C 1.010 -0.838 5.391
13 C 2.025 -1.543 4.735
14 C 2.050 -1.611 3.339
15 O 2.362 -1.320 0.344
16 O 0.220 0.005 0.357
17 O -2.113 -3.733 -0.448
18 O -1.144 -1.786 -1.714
19 C -2.891 -1.662 1.779
20 C -3.622 -0.754 2.549
21 H -4.574 1.187 2.618
22 H -3.873 1.787 0.289
23 H -2.517 0.192 -1.053
24 H 1.366 -3.883 1.509
25 H -0.167 -4.688 0.779
26 H -0.670 0.321 2.656
27 H -0.795 0.340 5.135
28 H 0.987 -0.796 6.481
29 H 2.806 -2.049 5.303
30 H 2.839 -2.147 2.813
31 H -2.616 -2.642 2.169
32 H -3.905 -1.026 3.567
33 C -0.563 -9.801 -2.332
34 O 0.279 -8.665 -2.532
35 C 0.096 -7.659 -1.552
36 C 1.070 -6.516 -1.813
37 N 0.820 -5.854 -3.032
38 C 1.755 -4.877 -3.453
39 C 1.429 -4.414 -4.865
40 O 0.056 -4.058 -4.879
41 C -0.352 -3.442 -6.094
42 H -0.322 -10.505 -3.134
43 H -0.398 -10.296 -1.356
44 H -1.634 -9.539 -2.388
45 H -0.934 -7.257 -1.583
46 H 0.332 -8.049 -0.542
47 H 0.980 -5.802 -0.976
48 H 2.100 -6.909 -1.849
49 H -0.140 -5.704 -3.307
50 H 1.724 -3.999 -2.779
51 H 2.759 -5.320 -3.447
52 H 2.084 -3.556 -5.105
53 H 1.618 -5.255 -5.557
54 H -1.382 -3.115 -5.932
55 H 0.265 -2.567 -6.370
56 H -0.321 -4.147 -6.943

---

# 8
A molecular structure, C32H35Cl2N2O4SiW, computed with ωB97M-V with the def2-TZVPD basis set.

The calculation puts the calculated total energy at -2927.79780 Ha. As for the charge: +1.

Element x y z (Å)
1 W -0.041 -0.442 -0.930
2 Cl -0.845 -0.609 6.432
3 C -0.433 -0.730 4.761
4 C 0.829 -1.212 4.408
5 C 1.180 -1.299 3.076
6 Cl 2.718 -1.923 2.624
7 C 0.297 -0.903 2.061
8 O 0.679 -0.990 0.788
9 C -0.985 -0.438 2.438
10 C -1.916 -0.011 1.439
11 O -1.597 0.086 0.199
12 C -1.340 -0.360 3.799
13 H 1.527 -1.522 5.173
14 H -2.934 0.252 1.727
15 H -2.318 0.001 4.083
16 C -2.054 -2.982 -0.480
17 N -0.789 -2.468 -0.995
18 C 0.180 -3.296 -1.299
19 C 1.397 -2.792 -1.804
20 C 2.562 -3.396 -2.275
21 C 3.368 -2.363 -2.756
22 C 2.677 -1.176 -2.553
23 N 1.473 -1.416 -1.988
24 C -3.246 -2.760 -1.402
25 C -3.153 -2.057 -2.595
26 C -4.280 -1.868 -3.386
27 C -5.506 -2.377 -2.994
28 C -5.603 -3.090 -1.808
29 C -4.481 -3.281 -1.020
30 H -2.248 -2.486 0.475
31 H -1.955 -4.048 -0.257
32 H 0.048 -4.368 -1.170
33 H 2.788 -4.449 -2.266
34 H 4.336 -2.463 -3.215
35 H 2.973 -0.171 -2.815
36 H -2.207 -1.671 -2.927
37 H -4.194 -1.327 -4.320
38 H -6.380 -2.232 -3.613
39 H -6.554 -3.503 -1.499
40 H -4.564 -3.843 -0.097
41 C 3.222 2.854 5.389
42 C 3.002 2.497 3.951
43 C 1.816 2.840 3.307
44 C 1.586 2.521 1.984
45 C 0.329 3.034 1.344
46 C 2.591 1.796 1.273
47 C 2.391 1.256 -0.035
48 O 1.299 1.192 -0.664
49 C 3.827 1.499 1.902
50 C 4.941 0.785 1.189
51 C 4.000 1.848 3.226
52 H 2.284 3.082 5.892
53 H 3.865 3.734 5.459
54 H 3.723 2.045 5.920
55 H 1.058 3.383 3.859
56 H -0.270 3.566 2.082
57 H -0.270 2.253 0.904
58 H 0.572 3.725 0.535
59 H 3.261 0.813 -0.523
60 H 4.660 -0.237 0.926
61 H 5.814 0.732 1.835
62 H 5.235 1.301 0.274
63 H 4.932 1.603 3.720
64 C -3.179 1.832 -2.377
65 Si -1.492 1.673 -3.166
66 C -0.409 3.164 -2.821
67 C -1.562 1.253 -4.982
68 O -0.765 0.347 -2.421
69 H -3.696 2.712 -2.763
70 H -3.089 1.951 -1.295
71 H -3.805 0.961 -2.566
72 H -0.307 3.774 -3.720
73 H 0.593 2.874 -2.506
74 H -0.835 3.796 -2.041
75 H -2.068 2.049 -5.531
76 H -2.103 0.325 -5.169
77 H -0.561 1.148 -5.403

---

| no. | molecular weight (g/mol) |
| --- | --- |
| 1 | 1027.10 |
| 2 | 1080.26 |
| 3 | 285.08 |
| 4 | 599.71 |
| 5 | 151.15 |
| 6 | 860.35 |
| 7 | 441.57 |
| 8 | 794.47 |